1.
Below is a structure of composition C17H38F6MnN2O7, with properties calculated with ωB97M-V/def2-TZVPD.

Computed properties:
- expectation value of S² = 8.75
- ΔE to the lowest compared entry with this formula, charge and spin (kJ/mol) = 82.9
- strongest force on any atom (eV/Å) = 2.71
- highest occupied orbital energy (spin up / spin down) (eV) = -8.03 / -8.51

ORCA input file:
```
! wB97M-V def2-TZVPD RIJCOSX def2/J DEFGRID3
* xyz 0 6
Mn 5.7237 2.4265 19.7853
C 5.7324 -0.2664 19.2484
O 5.3203 0.7598 18.3191
O 5.9315 0.3922 20.4021
C 4.7946 -1.5047 19.1672
F 5.1060 -2.4050 20.1286
F 3.4604 -1.2722 19.2964
F 4.9843 -2.1127 17.9755
C 5.3312 0.5668 16.9033
C 3.9400 0.3224 16.3538
H 3.8868 0.1357 15.2823
H 3.4591 -0.4758 16.9105
H 3.3210 1.2100 16.5221
H 5.9923 -0.2257 16.5373
H 5.8173 1.4317 16.4479
H 6.6870 -0.7122 18.9185
C 4.6438 4.6247 17.4652
O 3.4696 3.8904 17.1064
O 5.2612 3.9754 18.4529
C 5.5381 4.9786 16.2731
F 6.0043 3.8834 15.6181
F 4.8410 5.7098 15.3698
F 6.6033 5.7018 16.6578
C 2.5241 4.5185 16.2661
C 1.2780 3.6430 16.2382
H 0.6314 3.7950 15.3679
H 1.5204 2.5796 16.2299
H 0.5697 3.8317 17.0502
H 2.8932 4.6074 15.2428
H 2.2342 5.4986 16.6589
H 4.2922 5.6011 17.8490
C 2.4450 2.3119 19.6913
O 3.6486 2.4174 20.4643
H 1.9619 3.2814 19.5718
H 2.6828 1.8760 18.7263
H 1.7071 1.6580 20.1649
H 3.3735 2.1978 21.3600
C 4.8799 5.3378 21.8600
C 6.3200 5.0242 21.4675
C 7.2487 5.6455 22.5415
O 7.1458 4.9670 23.7764
C 8.2705 5.2054 24.6011
N 6.4623 3.5354 21.5642
H 4.5447 4.9109 22.8047
H 4.2261 4.9056 21.0942
H 4.6498 6.4045 21.8574
H 6.6459 5.4188 20.5100
H 7.0087 6.7085 22.6545
H 8.2950 5.6162 22.2061
H 9.0783 4.5164 24.3321
H 7.9738 4.9766 25.6239
H 8.6197 6.2385 24.5529
H 7.4452 3.3880 21.8031
H 6.0725 3.2930 22.4771
C 8.9645 4.2364 17.9315
C 8.4424 2.8005 17.9124
C 9.4610 1.7777 17.4185
O 8.7841 0.5459 17.2246
C 9.6617 -0.5508 17.3105
N 8.0228 2.4363 19.3080
H 8.1270 4.9301 17.9343
H 9.5820 4.3789 17.0412
H 9.6109 4.4426 18.7878
H 7.5502 2.6907 17.2914
H 10.2702 1.6793 18.1552
H 9.9026 2.0595 16.4538
H 9.0693 -1.4664 17.3013
H 10.2007 -0.5935 18.2619
H 10.3672 -0.6008 16.4791
H 8.8105 2.7755 19.8636
H 8.1756 1.4231 19.3792
*
```

***

2.
Below is a cluster of 2 separate species, C17H39BrClF4N7O9P4Si in total, with properties calculated with ωB97M-V/def2-TZVPD.

Computed properties:
- strongest force on any atom (eV/Å) = 3.40
- highest occupied orbital energy (eV) = -7.68

ORCA input file:
```
! wB97M-V def2-TZVPD RIJCOSX def2/J DEFGRID3
* xyz 0 1
C 0.6391 3.5964 2.5405
C 0.1789 2.6101 1.4160
C 0.1351 1.1685 1.9560
N 0.3546 -0.0688 1.2232
C 0.8052 -1.1696 1.7394
N 0.7786 -1.5741 3.0288
F 1.2506 -2.8377 3.3236
P 0.1075 -0.7186 4.4037
N -0.1484 -1.9418 5.5811
O 1.2743 0.2470 5.0947
N 1.2135 -2.1986 0.8609
P 2.7573 -2.8795 0.8015
N 3.8669 -1.8260 1.1465
C -0.0133 -2.6576 0.1857
N -0.9840 -3.0493 1.2149
P 0.3117 -4.4087 -0.5944
N 0.4266 -5.5337 0.7332
O -1.0465 -4.8570 -1.4304
C -0.4176 -1.5031 -0.8095
C -2.0139 -1.5686 -0.7572
C -2.8577 -0.9995 -1.9371
C -3.5411 -2.0536 -2.7791
F -3.1653 -2.0921 -4.0618
C -4.4341 -2.9001 -2.3288
F -5.3091 -2.5391 -1.4207
F -4.5477 -4.1190 -2.7527
P -0.3342 -1.8642 -2.6777
O -0.0570 -0.3866 -3.3854
Br 1.5025 -3.0144 -3.4179
C 0.1200 -0.0629 -0.3047
O -1.0477 0.7304 -0.3779
C -1.2317 1.7901 -1.2943
C -2.7255 2.2849 -1.2011
C -3.4009 1.9018 0.1305
O -2.7952 3.6863 -1.3522
Si 1.8213 0.6430 -0.9371
C 2.9689 -0.3881 -2.0220
C 3.0191 1.1443 0.4881
C 1.7493 2.2644 -1.9151
H 0.6547 3.1206 3.5308
H 1.6885 3.8261 2.3197
H 0.0446 4.5084 2.5434
H 0.7852 2.8454 0.5403
H -0.8407 2.9257 1.1700
H 0.9324 1.2012 2.7188
H -0.7889 1.1009 2.5389
H 0.6987 -2.5082 5.6877
H -0.2032 -1.4092 6.4520
H 0.8748 1.1289 5.1660
H 2.8804 -3.9065 1.7712
H 3.0219 -3.3887 -0.4911
H 4.5069 -1.7253 0.3650
H -1.6230 -3.7679 0.8993
H -1.5183 -2.3269 1.6841
H 0.7045 -5.0367 1.5772
H -0.4525 -6.0324 0.8688
H -1.1503 -5.8222 -1.4112
H -2.4154 -1.2385 0.1994
H -2.2127 -2.6439 -0.8668
H -3.7145 -0.4948 -1.4553
H -2.4336 -0.2245 -2.5806
H 0.5011 -0.5205 -4.1696
H -0.6612 2.7062 -1.0884
H -1.0650 1.5913 -2.3595
H -3.3140 1.8300 -2.0054
H -3.4971 0.8228 0.2917
H -4.3938 2.3505 0.2313
H -2.7811 2.2919 0.9536
H -2.5805 4.0803 -0.4949
H 3.9280 0.1477 -2.0427
H 2.6128 -0.3237 -3.0563
H 3.2014 -1.4097 -1.7160
H 2.9862 0.4606 1.3428
H 2.7804 2.1718 0.7954
H 4.0503 1.1668 0.1255
H 0.9903 2.1989 -2.7027
H 1.6060 3.1346 -1.2765
H 2.6909 2.4354 -2.4547
O 1.2589 5.1180 -1.7501
Cl 1.6608 6.3840 -2.3462
O 2.9876 6.7179 -1.8870
O 0.7302 7.4110 -1.9473
O 1.6581 6.2478 -3.7817
*
```

***

3.
Below is a cluster of 9 separate species, C17H39N5O22 in total, with properties calculated with ωB97M-V/def2-TZVPD.

Computed properties:
- SMILES = C[N+](=O)[O-].C[N+](=O)[O-].C[N+](=O)[O-].C[N+](=O)[O-].C[N+](=O)[O-].COC(=O)OC.COC(=O)OC.COC(=O)OC.COC(=O)OC
- ΔE to the lowest compared entry with this formula, charge and spin (kJ/mol) = 0.0
- strongest force on any atom (eV/Å) = 1.95
- highest occupied orbital energy (eV) = -10.59

ORCA input file:
```
! wB97M-V def2-TZVPD RIJCOSX def2/J DEFGRID3
* xyz 0 1
C -12.2835 -0.4235 -11.7537
N -13.5517 -0.5007 -11.0064
O -14.0078 0.5659 -10.6263
O -14.1914 -1.5328 -10.9877
H -11.8334 -1.4018 -11.8855
H -11.6065 0.2413 -11.2222
H -12.4624 0.0367 -12.7225
C -17.0579 0.9484 -11.6517
N -16.4344 0.1072 -12.6923
O -16.8950 -1.0125 -12.8262
O -15.5265 0.5527 -13.3743
H -18.0793 0.5940 -11.5516
H -17.0624 1.9812 -11.9903
H -16.5935 0.8689 -10.6729
C -17.1020 0.0932 -6.6508
N -17.2693 -0.3537 -8.0507
O -18.3905 -0.3716 -8.5145
O -16.2748 -0.7923 -8.5985
H -17.8905 0.7635 -6.3177
H -16.1700 0.6514 -6.6023
H -17.1155 -0.7761 -5.9996
C -17.6722 8.4394 -8.2873
N -17.5554 7.0903 -8.9131
O -18.5051 6.6509 -9.5064
O -16.4888 6.5193 -8.8054
H -18.6994 8.5917 -7.9780
H -17.3431 9.1720 -9.0172
H -17.0050 8.3981 -7.4309
C -15.0299 3.7651 -10.0488
N -14.4453 3.0063 -8.9053
O -13.2781 2.6836 -8.9125
O -15.2245 2.6328 -8.0420
H -14.6525 4.7739 -9.8990
H -16.1060 3.6876 -9.9594
H -14.6392 3.3415 -10.9684
C -20.6069 2.4159 -10.3416
O -20.3855 2.9925 -9.0660
C -19.1512 3.0807 -8.5981
O -18.1494 2.7170 -9.1537
O -19.2072 3.6530 -7.4187
C -17.9963 4.0320 -6.7819
H -21.5671 2.7952 -10.6750
H -20.6109 1.3295 -10.2663
H -19.8399 2.7016 -11.0615
H -17.2357 3.2537 -6.9115
H -18.2220 4.0979 -5.7242
H -17.5162 4.8994 -7.2318
C -18.5274 4.7991 -12.6864
O -18.0513 6.0518 -12.2264
C -16.7555 6.2633 -12.1554
O -15.8574 5.4883 -12.3663
O -16.5804 7.5152 -11.7292
C -15.2260 8.0191 -11.6805
H -19.5538 4.6938 -12.3458
H -17.9288 4.0033 -12.2413
H -18.5137 4.7160 -13.7724
H -14.7705 7.4136 -10.9010
H -15.3211 9.0599 -11.3965
H -14.7291 7.9006 -12.6387
C -13.6281 10.2438 -8.3772
O -13.5938 8.8539 -8.1360
C -12.9566 8.0979 -9.0334
O -12.5368 8.4966 -10.0932
O -12.8561 6.8918 -8.5742
C -12.2378 5.8645 -9.3609
H -13.3702 10.4606 -9.4141
H -12.9543 10.7812 -7.7133
H -14.6342 10.6302 -8.2161
H -11.1944 6.1487 -9.4688
H -12.7401 5.7830 -10.3246
H -12.3766 4.9216 -8.8425
C -13.2539 -0.4929 -7.1207
O -13.6179 -0.2429 -5.7760
C -12.9639 0.5785 -5.0041
O -13.3312 0.9544 -3.9362
O -11.8102 0.9886 -5.5944
C -11.0606 1.9377 -4.8696
H -13.0964 0.4526 -7.6407
H -14.1069 -0.9115 -7.6583
H -12.4648 -1.2221 -7.3024
H -11.2521 2.9204 -5.2994
H -9.9914 1.7437 -4.9526
H -11.2774 1.9450 -3.8026
*
```